Entry 1:
Entry from the Open Molecules 2025 dataset: C22H26AuBN2O3S2 as an isolated structure (wB97M-V/def2-TZVPD).

XYZ file:
```
57
Properties=species:S:1:pos:R:3:lowdin_charge:R:1
Au 0.2465 -0.6852 -0.4611 1.01
C -1.2308 -2.2447 3.5587 -0.02
C -1.1612 -1.5943 2.2076 -0.23
N -0.1660 -1.8199 1.4255 -0.07
N 0.8777 -2.6221 1.8596 -0.04
C 1.9932 -2.3540 1.2965 -1.04
S 2.4123 -1.1320 0.0769 0.60
S 3.3547 -3.4637 1.5885 0.85
C 2.5724 -4.9179 0.7779 -0.41
C 2.0756 -4.5786 -0.5985 -0.32
C 0.7320 -4.2748 -0.7989 -0.08
C 0.2795 -3.8367 -2.0372 -0.10
C 1.1701 -3.7178 -3.0957 -0.09
C 2.5050 -4.0512 -2.9123 -0.08
C 2.9543 -4.4745 -1.6710 -0.05
C -2.1973 -0.6245 1.7781 -0.10
C -2.9636 -0.0217 2.7872 -0.05
C -3.9082 0.9492 2.5277 -0.09
C -4.1273 1.3407 1.2107 -0.08
C -3.3934 0.7744 0.1909 -0.03
C -2.4128 -0.1998 0.4359 -0.36
O -1.7832 -0.7039 -0.6192 -0.24
H -0.7921 -3.2379 3.4984 0.08
H -2.2535 -2.3120 3.9166 0.08
H -0.6405 -1.6790 4.2826 0.10
H 1.7644 -5.2773 1.4114 0.08
H 3.3676 -5.6635 0.7574 0.08
H 0.0350 -4.3730 0.0243 0.11
H -0.7672 -3.5920 -2.1709 0.11
H 0.8240 -3.3695 -4.0601 0.10
H 3.2010 -3.9723 -3.7374 0.10
H 4.0037 -4.7036 -1.5252 0.12
H -2.7960 -0.3089 3.8160 0.10
H -4.4670 1.3942 3.3394 0.10
H -4.8717 2.0934 0.9814 0.10
H -3.5516 1.0589 -0.8415 0.12
C -1.2819 3.6585 -1.8223 0.00
C 0.2030 3.3802 -1.6445 -0.46
C 1.0211 4.1983 -2.6238 -0.01
O 0.3939 1.9676 -1.9633 0.11
B 0.4696 1.3140 -0.7776 -0.75
O 0.5414 2.1055 0.3228 0.09
C 0.6812 3.4771 -0.1557 -0.46
C 2.1524 3.8325 -0.0083 -0.01
C -0.1759 4.3639 0.7261 0.00
H -1.5649 3.4025 -2.8429 0.10
H -1.5109 4.7111 -1.6521 0.09
H -1.8804 3.0538 -1.1392 0.08
H 0.6084 4.0818 -3.6256 0.09
H 2.0604 3.8789 -2.6417 0.09
H 0.9834 5.2577 -2.3623 0.10
H 2.7795 3.1951 -0.6320 0.10
H 2.4436 3.6801 1.0305 0.10
H 2.3370 4.8743 -0.2727 0.09
H -1.1959 3.9907 0.7898 0.09
H -0.1939 5.3859 0.3427 0.10
H 0.2429 4.3859 1.7321 0.10
```

Values from the calculation:
relative energy (zero: lowest compared OMol25 entry of this formula, charge and spin) = 0.00 kJ/mol
2S+1 = 1
gap between HOMO and LUMO = 7.75 eV
lowest unoccupied orbital energy = -0.31 eV

Entry 2:
Entry from the Open Molecules 2025 dataset: C34H45GdN7 as an isolated structure at a distorted geometry (wB97M-V/def2-TZVPD).

XYZ file:
```
87
Properties=species:S:1:pos:R:3:lowdin_charge:R:1
Gd -0.6163 0.0860 0.0734 1.46
N -3.3906 3.3237 0.3680 0.01
N -0.5657 0.1687 -2.5203 -0.09
C -0.8607 -2.0090 1.6812 -0.38
C -2.1810 -1.6742 1.2221 -0.36
C -2.6119 -0.5480 1.9761 -0.32
C -3.9253 0.1354 1.8646 -0.11
H -4.5909 -0.4029 1.1844 0.08
H -3.8012 1.1833 1.3814 0.03
H -4.4061 0.2845 2.8309 0.08
C -1.5719 -0.1450 2.8509 -0.28
C -1.6594 0.9849 3.8166 -0.06
H -2.2512 0.7123 4.7054 0.08
H -2.1427 1.8629 3.3667 0.07
H -0.6679 1.2968 4.1680 0.06
C -0.4980 -1.0726 2.6966 -0.31
C 0.7167 -1.1687 3.5470 -0.07
H 0.9516 -0.2169 4.0402 0.05
H 1.5920 -1.4629 2.9521 0.06
H 0.6098 -1.9245 4.3444 0.08
C -2.9673 -2.3999 0.1854 -0.06
H -3.5862 -3.1875 0.6472 0.08
H -2.3190 -2.8949 -0.5541 0.05
H -3.6358 -1.7207 -0.3605 0.07
C -0.0512 -3.1698 1.2256 -0.06
H 1.0252 -2.9431 1.2343 0.06
H -0.3094 -3.4528 0.1963 0.06
H -0.2108 -4.0586 1.8596 0.08
C -3.1368 4.5786 0.5608 -0.19
H -3.6731 5.0151 1.4554 0.11
C -2.3139 5.2941 -0.3724 -0.13
H -2.2650 6.3956 -0.2234 0.07
C -1.6843 4.5747 -1.4408 -0.14
H -1.0742 5.2277 -2.1519 0.11
C -1.9034 3.1579 -1.5366 -0.07
H -1.3924 2.6571 -2.3703 0.07
C -2.7081 2.5359 -0.4574 -0.39
C -3.1332 1.2226 0.1081 -0.17
H -3.4988 0.7824 -0.8897 0.07
C 0.1387 -0.8193 -1.9549 -0.37
C -1.3499 -0.3238 -3.5905 -0.10
H -2.2342 0.2422 -3.9057 0.09
C -0.6684 -1.4733 -4.0438 -0.07
H -0.7022 -1.9625 -4.9956 0.09
N 0.2438 -1.7329 -2.9805 -0.06
C 0.8823 -2.8547 -2.6307 -0.21
C 0.2346 -4.0379 -2.9086 -0.19
C 0.9867 -5.2075 -2.6511 0.00
H 0.5941 -6.1722 -3.0085 0.11
C 2.2216 -5.0890 -1.9997 -0.29
C 3.0507 -6.3098 -1.8124 -0.08
H 3.6001 -6.2228 -0.8760 0.07
H 3.7578 -6.3989 -2.6425 0.08
H 2.3841 -7.1708 -1.8052 0.07
C 2.7516 -3.8549 -1.5514 0.00
H 3.7349 -3.7776 -1.0612 0.12
C 2.0170 -2.6836 -1.8252 -0.18
C 2.5588 -1.3693 -1.3380 -0.10
H 2.2650 -0.5041 -1.9496 0.06
H 3.6629 -1.4035 -1.3632 0.08
H 2.3276 -1.1236 -0.2756 0.06
C -1.1538 -4.0966 -3.4543 -0.05
H -1.2647 -3.5881 -4.4226 0.05
H -1.9445 -3.7022 -2.7852 0.09
H -1.4116 -5.1478 -3.6446 0.08
C 2.0893 1.7506 1.9472 -0.16
N 0.9931 1.9739 0.9208 -0.18
C 1.6813 2.2302 -0.4050 -0.19
N 2.6346 3.3550 -0.3531 -0.09
C 3.6673 3.0762 0.6772 -0.17
N 3.0615 2.8589 2.0100 -0.10
C 2.3357 4.1020 2.3664 -0.17
N 1.2620 4.4021 1.3828 -0.08
C 0.3222 3.2724 1.3055 -0.15
C 1.9099 4.5802 0.0637 -0.16
H 2.6248 0.8254 1.6942 0.12
H 1.6196 1.6516 2.9356 0.11
H 0.9123 2.4536 -1.1601 0.11
H 2.2219 1.3152 -0.6880 0.10
H 4.3258 3.9555 0.7303 0.12
H 4.2375 2.1834 0.3833 0.12
H 1.8946 3.9799 3.3651 0.12
H 3.0500 4.9376 2.3552 0.12
H -0.4388 3.4904 0.5417 0.09
H -0.1635 3.1429 2.2821 0.12
H 2.6414 5.3976 0.1450 0.12
H 1.1430 4.8214 -0.6887 0.12
```

Values from the calculation:
<S²> = 15.79
relative energy (zero: lowest compared OMol25 entry of this formula, charge and spin) = 0.00 kJ/mol
2S+1 = 8
gap between HOMO and LUMO (alpha / beta) = 3.63 / 5.63 eV
total charge = -1
lowest unoccupied orbital energy (alpha / beta) = 2.59 / 2.55 eV

Entry 3:
Entry from the Open Molecules 2025 dataset: a 3-piece molecular cluster, C5H14O2 overall at a distorted geometry (wB97M-V/def2-TZVPD).

XYZ file:
```
21
Properties=species:S:1:pos:R:3:lowdin_charge:R:1
C -0.9776 0.1263 2.0801 0.02
C -0.1117 -0.6353 1.4415 -0.40
C -0.3511 -2.0319 0.9829 -0.07
C 1.3260 -0.1381 1.2384 -0.22
C 1.3470 0.6979 -0.0231 -0.12
H -2.0084 -0.1868 2.2595 0.07
H -0.7447 1.1024 2.4905 0.07
H 0.2849 -2.7681 1.5042 0.09
H -1.3437 -2.3773 1.2709 0.07
H -0.2722 -2.2224 -0.0857 0.08
H 2.0216 -0.9863 1.2060 0.11
H 1.6286 0.3737 2.1602 0.11
H 0.9931 1.7369 -0.0346 0.09
H 2.2476 0.7473 -0.6384 0.07
H 0.7152 0.1316 -0.7312 0.05
O 0.8085 0.7398 -3.4282 -0.07
H 0.3365 -0.0787 -3.2134 0.04
H 0.1289 1.4097 -3.5815 0.04
O -1.7982 0.8792 -1.0580 -0.06
H -1.0143 1.2047 -0.6115 -0.01
H -2.6379 0.7261 -0.6301 0.04
```

Values from the calculation:
SMILES = C=C(C)CC.O.O
relative energy (zero: lowest compared OMol25 entry of this formula, charge and spin) = 99.96 kJ/mol
2S+1 = 1
gap between HOMO and LUMO = 10.27 eV
lowest unoccupied orbital energy = 0.77 eV

Entry 4:
Entry from the Open Molecules 2025 dataset: C28H15BrCl3InN4O2S2 as an isolated structure (wB97M-V/def2-TZVPD).

XYZ file:
```
56
Properties=species:S:1:pos:R:3:lowdin_charge:R:1
In 0.7351 0.8099 -1.8650 0.63
Cl -2.0449 -2.4281 -7.7160 0.66
C -1.0880 -1.5302 -6.5716 -0.67
C -1.1229 -1.8689 -5.2371 -0.14
C -0.3550 -1.1283 -4.3578 -0.53
Cl -0.4457 -1.5339 -2.6461 0.80
C 0.4650 -0.0506 -4.7217 -0.46
O 1.1816 0.6542 -3.8889 -0.18
C 0.4485 0.2445 -6.1016 -0.57
Cl 1.3975 1.5810 -6.6575 0.73
C -0.3030 -0.4732 -7.0083 -0.13
H -1.7364 -2.6863 -4.8852 0.11
H -0.2825 -0.2027 -8.0546 0.11
S 0.7475 3.3160 -1.6840 0.65
C -0.7266 3.0453 -2.5522 -1.10
N -1.2510 1.8424 -2.6231 -0.05
C -2.3868 1.8181 -3.4309 -0.29
C -3.1664 0.7002 -3.7161 -0.02
C -4.2563 0.8490 -4.5510 -0.07
C -4.5858 2.0961 -5.0922 -0.08
C -3.8289 3.2153 -4.8010 -0.08
C -2.7266 3.0621 -3.9670 -0.46
S -1.5835 4.2609 -3.4351 1.08
H -2.9136 -0.2610 -3.2900 0.09
H -4.8639 -0.0137 -4.7909 0.11
H -5.4432 2.1865 -5.7455 0.10
H -4.0833 4.1816 -5.2158 0.11
Br 2.3726 -2.0872 11.0718 0.74
C 2.1458 -1.6907 9.2368 -0.70
C 1.1872 -0.7706 8.8535 -0.13
C 1.0296 -0.4940 7.5030 -0.03
C 1.8223 -1.1208 6.5568 -0.25
C 2.7796 -2.0455 6.9546 -0.02
C 2.9427 -2.3326 8.2983 -0.12
N 1.5710 -0.7546 5.1874 0.05
N 2.3997 -1.2092 4.3888 0.07
C 2.2062 -0.9431 3.0076 -0.20
C 3.2553 -1.3669 2.2263 -0.01
C 3.3228 -1.1884 0.8413 0.01
C 2.2894 -0.5684 0.1739 -0.34
O 2.2899 -0.3619 -1.1155 -0.13
C 1.1489 -0.1560 0.9672 -0.13
N 0.1299 0.4094 0.2649 0.03
C -0.9392 0.8634 0.8797 -0.10
C -1.0806 0.7548 2.2643 -0.03
C -0.0822 0.1740 2.9985 0.03
C 1.0929 -0.3111 2.3676 -0.06
H 0.5735 -0.2800 9.5955 0.10
H 0.2877 0.2210 7.1704 0.11
H 3.3888 -2.5352 6.2076 0.11
H 3.6822 -3.0526 8.6200 0.10
H 4.0722 -1.8549 2.7439 0.12
H 4.1795 -1.5221 0.2723 0.12
H -1.7042 1.3183 0.2608 0.12
H -1.9740 1.1329 2.7408 0.11
H -0.1703 0.0858 4.0677 0.09
```

Values from the calculation:
2S+1 = 1
gap between HOMO and LUMO = 7.17 eV
lowest unoccupied orbital energy = -0.92 eV

Entry 5:
Entry from the Open Molecules 2025 dataset: C4H19CuNO5 as an isolated structure at a distorted geometry (wB97M-V/def2-TZVPD).

XYZ file:
```
30
Properties=species:S:1:pos:R:3:lowdin_charge:R:1
Cu -1.1627 -1.4575 2.0209 0.85
C -0.4836 1.1080 -3.5453 -0.06
C 0.0669 0.2542 -2.4201 -0.43
C 1.1204 0.9818 -1.5398 -0.17
O 2.3117 1.2834 -2.3416 -0.18
C 2.9712 2.3783 -1.7510 -0.13
N -1.0393 -0.1527 -1.5485 0.02
H 0.3095 1.4167 -4.2264 0.09
H -1.0060 1.9689 -3.1282 0.08
H -1.2305 0.5827 -4.1404 0.08
H 0.4822 -0.6869 -2.7806 0.14
H 1.3386 0.3607 -0.6710 0.11
H 0.6686 1.9204 -1.2189 0.12
H 4.0259 2.3504 -2.0247 0.09
H 2.9153 2.3329 -0.6634 0.08
H 2.5283 3.3322 -2.0373 0.09
H -1.6585 0.6452 -1.5513 0.06
H -1.6074 -0.7486 -2.1335 0.07
O 0.6542 -4.2187 0.5792 -0.05
H 1.5505 -4.2034 0.2436 0.04
H 0.1823 -4.7940 -0.0229 0.04
O -3.0575 -3.2484 4.7516 -0.06
H -3.8563 -3.7627 4.6349 0.04
H -3.0506 -3.0237 5.6821 0.04
O 1.6481 -0.1981 3.4306 -0.05
H 1.8456 0.7363 3.3668 0.04
H 2.4060 -0.5735 3.8788 0.04
O -2.6630 1.7506 2.8018 -0.05
H -2.6494 2.2384 3.6252 0.04
H -3.5608 1.4267 2.7295 0.03
```

Values from the calculation:
2S+1 = 1
gap between HOMO and LUMO = 6.52 eV
total charge = +1
lowest unoccupied orbital energy = -5.61 eV

Entry 6:
Entry from the Open Molecules 2025 dataset: a 2-piece molecular cluster, C3H10N2O overall at a distorted geometry (wB97M-V/def2-TZVPD).

XYZ file:
```
16
Properties=species:S:1:pos:R:3:lowdin_charge:R:1
N -0.6532 1.2369 -1.7519 0.05
C -1.3988 1.9457 -0.7823 -0.40
O -2.2879 1.5025 -0.1062 0.04
H 0.1516 0.6989 -1.4775 0.04
H -1.3395 0.6263 -2.2009 0.08
H -1.0536 2.9841 -0.6876 0.11
C 1.3774 -2.6514 1.1736 -0.11
C 1.8292 -1.2549 0.7556 -0.34
N 0.7500 -0.3054 0.4773 -0.03
H 0.8474 -2.6218 2.1237 0.07
H 2.2537 -3.3007 1.2348 0.07
H 0.7815 -3.1107 0.3815 0.07
H 2.4628 -1.3751 -0.1309 0.10
H 2.4995 -0.8431 1.5032 0.10
H 0.6374 0.3352 1.2687 0.08
H -0.1792 -0.7250 0.5358 0.07
```

Values from the calculation:
SMILES = NC=O.CCN
relative energy (zero: lowest compared OMol25 entry of this formula, charge and spin) = 114.41 kJ/mol
2S+1 = 1
gap between HOMO and LUMO = 10.58 eV
lowest unoccupied orbital energy = 0.94 eV

no.,M (g mol⁻¹),E (a.u.)
1,638.37,-2146.14670
2,709.03,-2471.14845
3,106.16,-349.33773
4,804.67,-6386.71481
5,224.74,-2234.89769
6,90.13,-305.03107